Formula: C10H24AgN2O4
Source: OMol25
Level of theory: ωB97M-V/def2-TZVPD

HOMO level: -11.99 eV
energy: -952.53096 a.u.
charge: +1
largest force on an atom: 3.05 eV/A
LUMO: -5.22 eV

The geometry in XYZ format:
```
41
Properties=species:S:1:pos:R:3:lowdin_charge:R:1
Ag 1.6527 -0.6415 1.1343 0.94
C 0.1132 -3.6676 3.1686 -0.10
O 0.0710 -3.2291 1.8359 -0.23
C -0.4289 -4.2066 0.8520 -0.16
C -0.2806 -3.7296 -0.5415 -0.26
O 1.0465 -3.3448 -0.6252 -0.20
C 1.4607 -3.3568 -1.9323 -0.13
H 0.4661 -2.9551 3.9142 0.09
H 0.8234 -4.4915 3.2387 0.09
H -0.9289 -3.9654 3.2846 0.09
H -1.4818 -4.4806 0.9188 0.14
H 0.1959 -5.0998 0.8551 0.14
H -0.9156 -2.8982 -0.8477 0.13
H -0.5959 -4.5237 -1.2183 0.14
H 1.5181 -4.4112 -2.2025 0.10
H 2.4799 -2.9791 -2.0134 0.09
H 0.8548 -2.8031 -2.6496 0.10
C -2.0078 3.4637 3.1157 0.00
C -1.8731 2.1296 2.4591 -0.54
O -0.8337 1.5078 2.3022 0.00
N -3.1315 1.5966 2.1802 -0.01
C -3.1859 0.3142 1.5803 -0.10
H -3.0052 3.9033 3.1227 0.08
H -1.3876 4.1085 2.4931 0.09
H -1.6637 3.4354 4.1496 0.09
H -3.9392 2.0953 2.5251 0.13
H -2.3763 0.2850 0.8510 0.08
H -4.0975 0.2398 0.9873 0.09
H -3.1290 -0.4750 2.3300 0.09
C 0.4407 2.8409 -3.7864 0.00
C 1.6201 2.5105 -2.9689 -0.62
O 1.6701 1.5261 -2.2717 0.02
N 2.5024 3.4887 -2.8957 0.00
C 3.6349 3.6466 -2.0519 -0.07
H 0.2701 2.2195 -4.6656 0.09
H 0.5537 3.7633 -4.3560 0.08
H -0.3909 2.9381 -3.0885 0.10
H 2.3784 4.0196 -3.7460 0.14
H 3.6078 3.1333 -1.0907 0.09
H 3.7001 4.7158 -1.8499 0.09
H 4.5930 3.3774 -2.4965 0.09
```